No. 1
Density functional theory data (the ωB97M-V functional and the def2-TZVPD basis) for 2 unconnected molecules or ions with the total composition C11H15NS.

```
28
Properties=species:S:1:pos:R:3:nbo_charge:R:1
C 0.20358 -1.91963 -3.11308 -0.62
C 1.01051 -1.30742 -0.75615 -0.19
C 0.03688 -1.70461 -1.65117 -0.10
C -0.93109 -1.62264 0.38371 0.17
C -1.20676 -1.80646 -0.98798 -0.14
C -1.94267 -1.57847 1.36975 -0.43
C -2.57106 -1.96785 -1.37194 -0.39
C -3.25750 -1.45197 0.88936 -0.32
C -3.56877 -1.69022 -0.45334 -0.25
N 0.40767 -1.26854 0.51696 -0.56
H 2.07374 -1.16676 -0.86126 0.17
H 0.87724 -1.37359 1.38016 0.38
H -0.09549 -2.93709 -3.44428 0.19
H 1.25291 -1.91931 -3.41636 0.20
H -1.72107 -1.48802 2.42309 0.18
H -2.79019 -2.19981 -2.40806 0.17
H -3.99190 -1.33373 1.68231 0.18
H -4.58485 -1.77366 -0.83109 0.18
H -0.48818 -1.31314 -3.70766 0.20
C 1.95195 4.55348 2.01670 -0.74
C 2.89989 2.02737 1.29362 -0.76
S 2.29075 3.50270 0.54048 0.18
H 2.04270 5.55754 1.58524 0.22
H 0.90791 4.39967 2.25607 0.22
H 2.71267 4.52207 2.78704 0.21
H 2.12331 1.51447 1.86962 0.22
H 3.68883 2.27189 2.01553 0.20
H 3.34497 1.33115 0.59367 0.24
```

spin multiplicity = 2
LUMO level (spin up / spin down) = 2.8 / 2.8 eV
HOMO level (spin up / spin down) = 0.76 / -2.90 eV
Kohn-Sham gap (spin up / spin down) = 2.067 / 5.693 eV
charge = -1

=====

No. 2
Density functional theory data (the ωB97M-V functional and the def2-TZVPD basis) for 2 unconnected molecules or ions with the total composition C11H15NS.

```
28
Properties=species:S:1:pos:R:3:nbo_charge:R:1
C -2.07210 -1.38245 -1.82161 -0.63
C -1.13507 -0.22207 -1.67254 -0.07
C -1.32251 1.06040 -1.28123 -0.05
N -0.08243 1.66122 -1.07069 -0.56
C 0.92119 0.73951 -1.21834 0.23
C 2.31577 0.90927 -1.07772 -0.27
C 3.05948 -0.22742 -1.34631 -0.20
C 2.51763 -1.43419 -1.80466 -0.26
C 1.13202 -1.56413 -1.82280 -0.17
C 0.28825 -0.47637 -1.54585 -0.15
H -1.89941 -1.91989 -0.88596 0.22
H -1.77419 -2.04775 -2.63426 0.22
H -3.11252 -1.10901 -1.98416 0.22
H -2.22868 1.58959 -1.04715 0.21
H 0.06168 2.65061 -1.03245 0.41
H 2.79861 1.86628 -0.98525 0.22
H 4.11456 -0.07905 -1.12258 0.21
H 3.17385 -2.28266 -1.93262 0.21
H 0.82843 -2.54165 -2.15947 0.21
C -1.51199 0.98823 3.88958 -0.61
C -0.81999 0.41593 2.64266 -0.50
S 1.01990 0.43293 2.62232 -0.07
H -2.57479 0.82820 3.71313 0.21
H -1.35258 2.07204 3.84961 0.20
H -1.16680 0.65062 4.85421 0.22
H -1.15774 -0.62046 2.61258 0.21
H -1.14893 0.95153 1.75565 0.21
H 1.12833 -0.90926 2.50593 0.13
```

LUMO level = 0.8 eV
HOMO level = -7.86 eV
Kohn-Sham gap = 8.648 eV
SMILES = Cc1c[nH]c2ccccc12.CCS

=====

No. 3
Density functional theory data (the ωB97M-V functional and the def2-TZVPD basis) for a molecular structure, C11H16B2F8N5O4V.

```
47
Properties=species:S:1:pos:R:3:nbo_charge:R:1
O 2.69700 -1.52475 -2.12375 -0.37
V 2.83798 -0.58609 -0.90553 1.66
B 5.49457 -0.07445 0.07651 1.35
F 6.27903 0.96450 -0.34182 -0.52
F 4.25539 0.34680 0.61756 -0.54
F 5.03572 -0.82733 -1.06293 -0.52
F 6.14201 -0.93976 0.94055 -0.55
B 0.36006 0.53734 -0.10765 1.34
F 1.68411 0.77888 0.31353 -0.52
F -0.37006 -0.08393 0.89760 -0.55
F -0.27382 1.66416 -0.57944 -0.53
F 0.62162 -0.41096 -1.14061 -0.53
O 2.21245 3.14884 -2.81098 -0.70
C 3.14010 2.37854 -2.19029 0.97
O 2.90052 1.11364 -2.24688 -0.80
O 4.12236 2.87647 -1.67653 -0.65
H 1.59891 2.54292 -3.24371 0.48
C -2.23307 2.48723 2.36200 -0.72
C -3.61123 2.97283 2.44004 0.30
N -4.68389 3.37807 2.53071 -0.37
H -1.88285 2.21442 3.35552 0.26
H -1.65270 3.31322 1.95822 0.26
H -2.24746 1.59188 1.74412 0.27
C 0.78357 -1.83470 3.71344 -0.73
C 0.53255 -0.76630 4.67321 0.30
N 0.36254 0.08208 5.42751 -0.35
H 0.08330 -2.65526 3.79390 0.27
H 1.76386 -2.26512 3.95081 0.24
H 0.92336 -1.42353 2.71609 0.26
C -3.33084 -1.18635 -0.79739 -0.72
C -2.82159 -1.50940 -2.13702 0.31
N -2.46461 -1.84422 -3.17622 -0.38
H -4.38098 -0.93668 -0.94305 0.27
H -2.85224 -0.32793 -0.33715 0.28
H -3.20045 -2.08303 -0.19464 0.25
C -1.92628 1.76625 -3.54632 -0.73
C -3.03659 1.71963 -2.58804 0.32
N -3.91278 1.65594 -1.84647 -0.38
H -1.65755 0.76140 -3.86514 0.27
H -1.08388 2.21476 -3.02141 0.27
H -2.26278 2.34225 -4.40556 0.25
C -0.38074 -3.73015 0.23549 -0.73
C -1.14336 -3.29953 1.40422 0.30
N -1.80349 -3.03949 2.30480 -0.35
H 0.47448 -4.28110 0.62411 0.25
H -0.07124 -2.88818 -0.38512 0.27
H -1.02102 -4.33385 -0.40627 0.26
```

spin multiplicity = 2
LUMO level (spin up / spin down) = 0.2 / 0.5 eV
HOMO level (spin up / spin down) = -7.00 / -7.00 eV
Kohn-Sham gap (spin up / spin down) = 7.156 / 7.492 eV
charge = -1

=====

Relative energy (zero: lowest compared OMol25 entry of this formula, charge and spin) per entry: 53.5 67.1 164.9 kJ/mol
Energy per entry: -881.030749 -881.074570 -2796.733662 hartree